No. 1
ORCA calculation (wB97M-V/def2-TZVPD) on a molecular structure, C29H55ClMnN2O2Si4Te in a non-equilibrium geometry.

```
95
Properties=species:S:1:pos:R:3:forces:R:3:lowdin_spin:R:1
Mn -1.6959 -1.8385 -0.0214 -0.8848 3.2173 0.4686 4.201
Cl -3.9347 -1.3823 0.1878 -1.2507 0.1999 0.0523 0.079
N -1.3602 -1.5370 2.0880 0.8026 -1.9323 1.8121 0.024
N -1.6412 -1.1177 -2.0612 0.1820 -1.2164 -1.9987 0.019
C -0.7742 -2.5194 2.7429 -1.2926 2.5201 -1.2739 0.008
C -1.6280 -2.0370 -3.0011 -0.2088 2.1795 1.7780 0.009
C -1.6847 -0.4765 3.0667 0.1253 -0.1036 -0.2379 0.005
C -0.9156 -0.9164 4.3098 0.7509 -0.3911 0.3578 0.001
C -3.1700 -0.4612 3.3772 -0.3517 -0.1272 -0.0635 0.000
C -1.2470 0.8752 2.5623 0.3150 0.4486 0.1028 0.001
H -3.4956 -1.4563 3.7046 -0.0393 0.1446 -0.0678 0.000
H -3.7493 -0.1777 2.4945 0.0545 -0.1074 0.1819 0.001
H -3.3453 0.2522 4.1923 -0.0412 -0.0573 -0.0929 0.000
H -0.1789 0.8571 2.3070 -0.3100 0.0964 -0.0170 0.000
H -1.4211 1.6160 3.3552 0.0097 -0.0097 -0.1561 0.000
H -1.8269 1.1656 1.6768 0.1492 -0.0964 0.1246 0.001
C -1.9185 0.1885 -2.7118 0.1571 -0.1825 0.1855 0.005
C -2.3283 -0.2219 -4.1217 -0.3020 -0.6487 -0.5498 0.001
C -0.6613 1.0257 -2.7853 0.4228 0.2311 0.0227 0.000
C -3.0104 0.9616 -2.0010 -0.3024 0.0264 -0.0374 0.001
H -3.9052 0.3424 -1.9011 0.0844 0.1558 0.0902 0.001
H -3.2450 1.8583 -2.5886 0.0166 -0.0346 0.1001 0.000
H -2.6908 1.2708 -0.9990 -0.0558 -0.1305 -0.1844 0.001
H 0.1553 0.4536 -3.2458 -0.0780 0.1389 0.1616 0.000
H -0.3506 1.3509 -1.7867 0.0670 -0.1093 -0.2087 0.000
H -0.8641 1.9113 -3.4045 0.0554 -0.0893 0.1236 0.000
O -1.9868 -1.6426 -4.2129 -0.0642 0.4730 -0.9307 0.006
H -1.7829 0.2899 -4.9236 -0.0989 -0.0641 0.2508 0.000
H -3.4075 -0.1328 -4.3005 0.1759 -0.0738 0.0450 0.000
O -0.4464 -2.2704 3.9994 -0.0097 0.1598 0.9986 0.005
H -1.5310 -0.9920 5.2142 0.0830 0.0230 -0.2364 0.000
H -0.0320 -0.2995 4.5273 -0.1609 -0.1859 -0.1408 0.000
C -0.5139 -3.8627 2.1585 0.0967 0.4045 0.0669 -0.012
C -1.2955 -3.4695 -2.7807 0.0876 0.4835 -0.1673 -0.015
C -1.8571 -3.8141 -1.4439 -0.1606 -1.1043 0.3800 -0.083
H -0.1959 -3.5444 -2.7791 -0.2481 -0.1052 0.0194 -0.002
H -1.6903 -4.0696 -3.6064 0.0458 0.1226 0.1558 -0.002
C -1.0497 -3.5623 -0.2850 2.8540 -0.9323 -0.4015 -0.113
C -1.4666 -4.0161 1.0132 -0.1431 -1.0837 -0.4035 -0.081
H -0.0407 -2.9987 -0.3949 -0.8017 -1.7974 -0.0646 0.004
C -2.7319 -4.5695 1.1446 0.5865 0.0899 0.1157 0.011
C -3.5382 -4.7196 0.0135 -0.7995 -0.4441 -0.0047 -0.136
C -3.2551 -4.9622 2.4986 -0.2299 -0.0919 0.0795 0.008
C -3.1215 -4.3545 -1.2685 0.4582 0.0982 -0.2353 0.012
H -4.5330 -5.1497 0.1347 0.1570 0.1716 -0.0075 -0.014
C -4.0499 -4.4871 -2.4447 -0.2237 -0.1192 -0.0148 0.007
H -4.9621 -5.0134 -2.1443 0.1230 0.0780 -0.0940 -0.001
H -3.5875 -5.0452 -3.2680 -0.1037 0.0469 0.0837 0.002
H -4.3485 -3.5028 -2.8376 0.1094 -0.1841 0.1494 0.002
H -2.5527 -5.6072 3.0393 -0.1123 0.0544 -0.0358 0.002
H -4.2006 -5.5036 2.3868 0.1507 0.0630 0.0777 -0.001
H -3.4547 -4.0834 3.1311 0.0891 -0.1271 -0.1798 0.002
H -0.6334 -4.6252 2.9392 0.0559 0.2193 -0.1531 -0.002
H 0.5344 -3.8678 1.8183 -0.2301 -0.1482 0.0245 -0.001
C 2.7176 0.5614 3.2165 0.0469 -0.1266 0.3106 0.000
Si 3.4844 1.0150 1.5522 -0.1556 1.4988 -0.8787 0.004
C 4.5035 2.5978 1.8977 0.6940 -0.4782 0.8215 0.002
C 4.7140 -0.2934 0.9753 0.2572 -0.1979 0.1841 0.002
Si 2.0699 1.8966 -0.1372 0.5588 -0.2990 0.1834 0.009
Te 1.3354 -0.4071 0.1205 -1.4009 -1.2687 -0.5347 0.022
Si 1.0517 3.9663 0.3528 0.2022 -1.1707 -0.2208 0.001
C 2.3465 5.2676 -0.0752 -0.0996 0.3549 0.0806 0.000
C -0.4879 4.2114 -0.7066 -0.2001 0.3948 0.0664 0.001
C 0.5941 4.1080 2.1725 -0.1704 0.3314 0.1370 0.000
Si 3.2287 1.9936 -2.1816 -0.5667 -0.2120 1.0609 0.001
C 4.8804 2.8126 -1.7996 0.3373 0.0966 -0.5678 0.001
C 3.5020 0.2718 -2.9017 0.2363 0.1189 -0.3012 0.000
C 2.2793 3.0266 -3.4373 0.2182 0.1487 -0.4694 0.000
H 3.5398 0.4290 3.9372 -0.1238 0.0850 -0.0372 0.000
H 2.1380 -0.3707 3.1923 0.1849 0.2693 -0.1268 0.000
H 2.0668 1.3610 3.5993 0.1387 -0.0995 -0.1244 0.000
H 5.2314 2.3227 2.6759 0.1962 0.4269 0.0391 0.000
H 5.0605 2.9624 1.0260 -0.1824 -0.1484 0.1072 0.000
H 3.8901 3.4215 2.2861 0.0028 -0.2024 -0.0706 0.000
H 4.2402 -1.2551 0.7410 0.0617 0.3571 0.0864 0.001
H 5.2891 0.0301 0.0964 -0.1400 0.0137 0.1832 0.000
H 5.4242 -0.4544 1.8012 0.0285 0.0130 -0.1561 0.000
H 2.6292 5.2583 -1.1359 -0.0898 -0.0492 0.2091 0.000
H 1.9071 6.2509 0.1505 0.1860 -0.0417 -0.0872 0.000
H 3.2593 5.1598 0.5258 -0.2105 -0.0490 -0.1135 0.000
H -1.2898 3.5132 -0.4254 0.2434 0.1164 -0.0472 0.000
H -0.8619 5.2343 -0.5449 -0.0740 -0.1592 -0.1112 0.000
H -0.2914 4.0891 -1.7806 0.0243 -0.0060 0.2702 0.000
H -0.2923 3.5065 2.4175 0.2468 0.1061 -0.1094 0.000
H 1.4100 3.8090 2.8442 -0.1350 0.0358 -0.2191 0.000
H 0.3535 5.1617 2.3823 -0.0034 -0.1783 0.0981 0.000
H 5.4899 2.2362 -1.0912 -0.2276 0.0805 -0.1623 0.000
H 5.4331 2.8791 -2.7488 0.1480 0.1125 0.1880 0.000
H 4.7593 3.8308 -1.4055 -0.0208 -0.2329 -0.0569 0.000
H 2.5578 -0.2255 -3.1631 0.1950 0.1651 0.1900 0.000
H 4.0941 0.3861 -3.8236 -0.0618 -0.1083 0.0945 0.000
H 4.0537 -0.3879 -2.2194 -0.1881 0.1813 -0.0838 0.000
H 1.4747 2.4486 -3.9126 0.1897 0.1241 0.1751 0.000
H 1.8437 3.9405 -3.0129 0.1223 -0.2045 -0.0463 0.000
H 2.9891 3.3231 -4.2248 -0.2303 0.0534 -0.0117 0.000
```
Forces are in eV/Å.

Its charge is -1. As for the LUMO energy (alpha / beta): 2.568 / 2.583 eV. The multiplicity is 5. The calculation puts the HOMO energy (alpha / beta) at -0.1153 / -0.0767 hartree. The value obtained for the largest force on an atom is 3.4 eV Å⁻¹. The expectation value of S² is 6.489.

No. 2
ORCA calculation (wB97M-V/def2-TZVPD) on a molecular structure, C40H32N3P2Se2SnTe.

```
81
Properties=species:S:1:pos:R:3:forces:R:3:lowdin_charge:R:1
Sn 1.0540 -1.4425 -1.5264 0.0260 -0.2144 -0.2081 1.141
Se 0.6182 -5.2345 -1.6131 0.0010 0.0529 -0.0912 0.804
Se 1.6898 -3.8921 -0.0236 -0.0383 0.0268 0.1379 0.688
C 3.3393 -3.5153 -0.9413 0.0389 -0.0434 -0.0472 -0.666
C 4.3897 -4.4087 -0.9826 -0.0218 0.0291 0.0211 -0.048
C 5.5340 -4.0172 -1.6707 0.0068 0.0303 -0.0177 0.008
C 5.5757 -2.7669 -2.2694 0.0067 -0.0272 0.0100 0.001
C 4.4719 -1.9370 -2.1684 -0.0160 0.0067 -0.0104 -0.097
N 3.3701 -2.3090 -1.5103 0.0329 0.0080 0.1031 -0.152
C -0.9323 -4.1359 -1.9451 -0.0169 -0.0719 0.0623 -0.646
C -2.0735 -4.8130 -2.3518 0.0264 0.0589 -0.0034 -0.070
C -3.2264 -4.0803 -2.5796 -0.0188 0.0021 0.0004 0.004
C -3.2085 -2.7036 -2.3908 0.0347 -0.0084 0.0038 -0.009
C -2.0294 -2.1113 -1.9971 -0.0338 -0.0207 -0.0107 -0.141
N -0.9039 -2.8159 -1.7783 0.0028 0.0398 0.0483 -0.156
H 4.3228 -5.3738 -0.5003 0.0090 0.0045 0.0095 0.127
H 6.3818 -4.6856 -1.7369 0.0083 -0.0077 -0.0009 0.137
H 6.4495 -2.4357 -2.8120 0.0095 -0.0016 -0.0031 0.131
H 4.4569 -0.9564 -2.6282 -0.0048 0.0032 0.0060 0.128
H -2.0621 -5.8875 -2.4757 -0.0110 -0.0120 0.0463 0.121
H -4.1353 -4.5843 -2.8804 0.0056 0.0046 -0.0352 0.136
H -4.0917 -2.1010 -2.5439 -0.0125 0.0083 -0.0052 0.126
H -1.9690 -1.0387 -1.8423 0.0021 0.0044 0.0007 0.093
Te 0.8416 3.0300 1.5619 -0.0408 0.1384 0.0789 1.609
C -0.7359 2.7026 2.9231 0.0287 -0.1114 -0.0538 -0.519
C -0.6825 1.9230 4.0640 0.0483 0.1230 0.0384 -0.100
C -1.8595 1.7794 4.7925 0.0276 -0.0588 0.1011 -0.101
N -3.0087 2.3545 4.4594 0.0478 -0.0002 -0.0171 0.107
C -3.0217 3.1481 3.3963 -0.0859 0.0959 -0.0473 -0.116
C -1.9127 3.3594 2.5829 -0.0377 -0.0738 0.1118 -0.145
C 0.4099 1.4793 0.3152 0.4080 -0.1082 -0.3104 -0.856
P 0.2530 -0.2717 0.8430 -0.3355 0.1589 -0.0249 0.860
C -1.4575 -0.7483 1.1282 -0.0096 0.0738 0.0121 -0.391
C -2.4941 0.1757 1.2267 -0.0153 -0.0774 -0.0357 -0.080
C -3.7862 -0.2627 1.4793 0.0262 0.0066 -0.0116 -0.034
C -4.0415 -1.6164 1.6425 -0.0366 0.0045 0.0113 -0.030
C -3.0066 -2.5411 1.5614 0.0230 0.0039 -0.0177 -0.043
C -1.7182 -2.1120 1.2955 0.0282 -0.0174 0.0618 -0.121
C 1.1814 -0.5310 2.3574 0.0545 -0.1590 -0.0491 -0.407
C 2.5732 -0.4012 2.2977 0.0038 0.0198 -0.0369 -0.115
C 3.3382 -0.6327 3.4258 -0.0037 -0.0116 0.0259 -0.045
C 2.7185 -1.0132 4.6131 0.0098 0.0248 -0.0009 -0.026
C 1.3415 -1.1742 4.6666 -0.0034 -0.0381 -0.0175 -0.042
C 0.5666 -0.9405 3.5387 0.0184 -0.1248 -0.0317 -0.094
P 0.8512 1.6916 -1.3969 -0.3248 0.2683 0.4155 0.877
C -0.7128 1.4710 -2.2821 0.1406 -0.1257 -0.1712 -0.424
C -0.6768 0.8828 -3.5496 0.0453 0.0910 -0.0886 -0.134
C -1.8372 0.7748 -4.2991 0.0067 -0.0036 0.0101 -0.047
C -3.0384 1.2452 -3.7823 -0.0097 -0.0124 0.0133 -0.035
C -3.0796 1.8369 -2.5253 -0.0084 -0.0205 -0.0088 -0.039
C -1.9205 1.9537 -1.7743 -0.0085 -0.0318 0.0814 -0.096
C 1.4185 3.3777 -1.5338 0.0397 -0.0242 -0.0502 -0.465
C 2.7299 3.6322 -1.1111 0.0367 0.0074 -0.0464 -0.161
C 3.2032 4.9326 -1.0756 -0.0149 -0.0016 -0.0049 -0.049
C 2.3760 5.9765 -1.4742 -0.0037 -0.0021 -0.0084 -0.021
C 1.0857 5.7244 -1.9271 0.0168 0.0076 -0.0124 -0.034
C 0.6032 4.4272 -1.9680 -0.0292 -0.0173 -0.0258 -0.067
H 0.2296 1.4533 4.4010 -0.0219 0.0124 -0.0097 0.096
H -1.8711 1.1735 5.6913 0.0051 -0.0150 0.0090 0.125
H -3.9617 3.6399 3.1727 -0.0023 0.0123 -0.0042 0.125
H -1.9877 4.0235 1.7309 0.0013 -0.0157 -0.0343 0.098
H -2.2970 1.2318 1.1261 0.0179 0.0539 -0.0002 0.072
H -4.5894 0.4559 1.5694 -0.0181 0.0087 -0.0048 0.122
H -5.0487 -1.9529 1.8481 -0.0099 -0.0044 0.0202 0.125
H -3.2052 -3.5926 1.7168 -0.0031 -0.0261 -0.0115 0.123
H -0.9111 -2.8361 1.2479 -0.0173 0.0124 0.0035 0.087
H 3.0593 -0.1151 1.3688 -0.0033 0.0215 0.0043 0.104
H 4.4138 -0.5310 3.3840 0.0122 0.0225 0.0058 0.121
H 3.3153 -1.1926 5.4969 0.0131 -0.0158 0.0086 0.126
H 0.8683 -1.4869 5.5876 -0.0043 -0.0067 0.0086 0.126
H -0.5058 -1.0816 3.5809 -0.0062 0.0486 0.0092 0.113
H 0.2651 0.5482 -3.9722 -0.0153 -0.0279 0.0248 0.097
H -1.8034 0.3407 -5.2890 0.0019 -0.0061 -0.0129 0.125
H -3.9443 1.1649 -4.3677 -0.0133 0.0114 -0.0191 0.125
H -4.0137 2.2225 -2.1397 -0.0130 -0.0005 0.0149 0.123
H -1.9507 2.4373 -0.8059 0.0066 0.0108 -0.0016 0.097
H 3.3836 2.8113 -0.8345 -0.0073 -0.0060 0.0407 0.106
H 4.2172 5.1333 -0.7592 0.0148 0.0048 0.0150 0.124
H 2.7463 6.9924 -1.4512 0.0072 0.0143 -0.0042 0.128
H 0.4605 6.5410 -2.2600 -0.0098 0.0156 -0.0060 0.125
H -0.3920 4.2320 -2.3467 -0.0141 -0.0014 0.0374 0.111
```
Forces are in eV/Å.

Its charge is +3. The calculation puts the relative energy (zero: lowest compared OMol25 entry of this formula, charge and spin) at 0.0 kcal per mole. As for the LUMO energy (alpha / beta): -10.402 / -10.306 eV. The calculation puts the HOMO energy (alpha / beta) at -0.5877 / -0.5785 hartree. The value obtained for the largest force on an atom is 0.6 eV Å⁻¹.

No. 3
ORCA calculation (wB97M-V/def2-TZVPD) on a single CH3NO5 molecule in a non-equilibrium geometry.

```
10
Properties=species:S:1:pos:R:3:forces:R:3:lowdin_charge:R:1
C 0.7498 -0.1017 -0.4923 3.1186 -0.5991 -2.0500 -0.485
N -0.2766 -0.0704 0.5240 -1.2643 0.0101 -0.0022 -0.479
O -0.0830 -1.2106 1.2820 -0.8605 -1.5388 0.5436 0.099
O -0.0384 1.0046 1.0740 0.4607 2.6021 1.8991 0.014
O 0.4236 0.6116 -1.5626 -1.1004 0.0026 -0.0596 0.169
O 1.8153 -0.5954 -0.2437 -1.0803 0.2905 -0.5803 0.173
O -1.6588 -0.1683 0.1169 -0.0905 -1.5167 -0.3925 0.089
H 1.0327 0.5421 -2.3157 0.2469 -0.2085 0.7182 0.155
H 0.3411 -0.9404 2.1101 -0.0459 0.5772 -0.1954 0.144
H -1.9256 0.6984 -0.2159 0.6157 0.3805 0.1191 0.120
```
Forces are in eV/Å.

Its charge is 0. The calculation puts the relative energy (zero: lowest compared OMol25 entry of this formula, charge and spin) at 67.1 kcal per mole. As for the LUMO energy: 0.372 eV. The calculation puts the HOMO energy at -0.3872 hartree. Its SMILES is O=C(O)[N+]([O-])(O)O. The value obtained for the largest force on an atom is 3.8 eV Å⁻¹.